--- i ---
24
Properties=species:S:1:pos:R:3:mulliken_charge:R:1 method="wB97M-V/def2-TZVPD" spin_multiplicity=1 homo_energy_ev="-9.163 / -7.896" homo_lumo_gap_ev="9.22 / 7.43"
C 0.33 2.33 -1.08 -0.237
C 2.20 0.20 0.01 0.443
C -0.47 1.63 -0.38 -0.211
C 3.54 -0.30 0.28 -1.387
C -0.98 -1.49 -1.18 -1.127
C -1.49 -0.16 2.11 -1.044
C -2.33 -0.92 -0.66 -0.658
N 1.12 -0.10 0.56 -0.339
Si -1.84 0.61 0.40 0.364
H 0.08 2.73 -2.08 0.234
H 1.36 2.50 -0.74 0.368
H 2.13 1.10 -0.78 0.024
H 3.51 -0.90 1.19 0.343
H 4.35 0.38 0.17 0.361
H 3.93 -0.94 -0.44 0.330
H -0.39 -0.83 -1.83 0.287
H -0.35 -1.80 -0.42 0.336
H -1.23 -2.45 -1.63 0.376
H -0.90 -1.07 1.97 0.282
H -1.01 0.55 2.88 0.291
H -2.38 -0.29 2.60 0.402
H -2.94 -1.58 -0.07 0.361
H -3.04 -0.54 -1.33 0.425
H -3.18 1.35 0.44 -0.225



--- ii ---
24
Properties=species:S:1:pos:R:3:mulliken_charge:R:1 method="wB97M-V/def2-TZVPD" spin_multiplicity=1 homo_energy_ev="-9.098 / -8.667" smiles="C[Si](C)(C)/N=C/C1CC1" homo_lumo_gap_ev="8.58 / 7.91"
C 1.10 0.07 -0.11 -0.460
C 3.78 -0.42 0.43 -0.641
C 3.52 0.58 -0.70 -0.470
C 2.42 0.41 0.32 0.145
C -3.01 0.23 1.59 -1.136
C -1.77 -1.83 -0.44 -0.951
C -1.97 1.14 -1.23 -0.962
N -0.19 0.50 0.94 -0.380
Si -1.66 -0.01 0.27 0.418
H 0.78 -0.68 -0.81 0.342
H 4.13 -1.39 0.27 0.334
H 4.47 0.07 1.12 0.239
H 4.21 1.42 -0.70 0.264
H 3.32 0.13 -1.76 0.221
H 2.27 1.27 1.00 0.308
H -2.77 1.11 2.07 0.350
H -3.97 0.45 1.19 0.352
H -3.03 -0.60 2.33 0.286
H -2.77 -2.36 -0.28 0.337
H -1.27 -1.79 -1.47 0.226
H -1.21 -2.29 0.38 0.298
H -1.07 0.94 -1.87 0.247
H -3.02 0.94 -1.71 0.299
H -2.33 2.08 -0.83 0.336



Which structure is most stable? ii, by 51.6 kJ/mol over the runner-up.



--- i ---
12
Properties=species:S:1:pos:R:3:mulliken_charge:R:1 method="wB97M-V/def2-TZVPD" spin_multiplicity=1 homo_energy_ev=-8.746 smiles="[H]/N=c1/ncn(C=S)[nH]1" homo_lumo_gap_ev=7.58
C -1.44 -0.54 -0.07 0.436
C -0.43 1.40 0.01 -0.004
C 1.93 0.53 0.01 -0.047
H -1.85 -2.36 0.07 0.211
H -0.30 2.45 0.15 0.376
H 2.32 1.60 0.23 0.245
H 0.32 -1.42 0.24 0.215
N -2.40 -1.47 0.03 -0.634
N -1.59 0.79 -0.28 -0.500
N 0.58 0.47 -0.06 0.388
N -0.05 -0.68 -0.19 -0.409
S 2.90 -0.77 -0.12 -0.277



--- ii ---
12
Properties=species:S:1:pos:R:3:mulliken_charge:R:1 method="wB97M-V/def2-TZVPD" spin_multiplicity=1 homo_energy_ev=-8.253 smiles="S/N=c1/nccn[nH]1" homo_lumo_gap_ev=8.09
C 0.41 -0.16 -0.09 0.622
C 1.06 0.29 2.07 0.057
C -0.26 0.81 2.38 -0.137
H 0.27 -1.12 -3.37 0.166
H 1.84 0.29 2.84 0.390
H -0.52 1.20 3.36 0.396
H -1.60 0.38 -0.41 0.223
N 0.72 -0.61 -1.23 -0.466
N 1.39 -0.16 0.92 -0.459
N -1.17 0.83 1.48 -0.894
N -0.84 0.36 0.28 0.326
S -0.50 -0.58 -2.43 -0.224



Which structure is most stable? ii, by 81.9 kJ/mol over the runner-up.



--- i ---
29
Properties=species:S:1:pos:R:3:mulliken_charge:R:1 method="wB97M-V/def2-TZVPD" spin_multiplicity=1 homo_energy_ev=-6.049 charge=-1 homo_lumo_gap_ev=9.27
O -3.30 1.59 -0.41 -0.555
H -3.89 2.18 -0.67 0.210
H -2.40 1.71 -0.83 0.441
O 1.55 0.49 -2.51 -0.731
H 2.09 1.18 -2.72 0.265
H 0.65 0.91 -2.10 0.465
O 1.38 -1.92 -3.42 -0.600
H 0.95 -1.26 -3.09 0.275
H 1.79 -2.44 -2.64 0.312
O -1.37 0.48 0.65 -0.582
H -2.35 -0.70 2.80 0.348
H -1.31 0.71 -2.12 0.238
O -3.07 -1.28 2.79 -0.663
H 4.10 -0.03 -1.96 0.303
H -1.27 1.11 1.38 0.161
O 1.79 -0.15 1.95 -0.733
H 2.74 -0.45 2.13 0.299
H 1.36 -0.84 1.36 0.428
O 0.05 -1.94 0.24 -0.737
H -0.75 -2.59 0.31 0.334
H -0.21 -1.10 -0.13 0.255
O 3.77 0.50 -1.15 -0.611
H 3.07 1.12 -1.21 0.337
H -3.60 -0.85 2.12 0.324
O -0.81 1.34 -1.59 -1.188
H -0.99 0.92 -0.28 0.345
O 0.00 0.74 3.64 -0.677
H 0.65 0.31 3.03 0.454
H -0.52 1.27 3.04 0.284



--- ii ---
29
Properties=species:S:1:pos:R:3:mulliken_charge:R:1 method="wB97M-V/def2-TZVPD" spin_multiplicity=1 homo_energy_ev=-7.425 charge=-1 homo_lumo_gap_ev=10.45
O 2.05 2.44 -0.43 -0.693
H 1.68 1.54 -0.30 0.178
H 1.49 2.76 -1.15 0.341
O -1.98 -3.04 -2.77 -0.670
H -2.19 -3.30 -1.86 0.344
H -1.37 -2.33 -2.54 0.347
O -0.77 2.77 0.22 -0.732
H -0.54 2.21 -0.54 0.333
H -0.18 2.43 0.91 0.372
O 1.35 -0.09 -0.91 -1.020
H 1.25 -1.53 -0.52 0.334
H 2.21 0.10 -1.30 0.175
O 1.50 -2.52 -0.21 -0.787
H 0.93 0.01 0.49 0.596
H 2.39 -2.78 -0.46 0.240
O -1.16 -2.41 -0.33 -0.684
H -0.32 -2.88 -0.51 0.495
H -0.84 -1.66 0.21 0.230
O -0.69 0.79 -2.17 -0.752
H 0.17 0.54 -1.70 0.514
H -1.26 0.04 -1.97 0.284
O 0.58 -0.23 1.45 -0.810
H 0.94 -1.12 1.56 0.342
H 0.90 0.68 2.99 0.373
O 1.36 1.29 3.62 -0.656
H 0.89 2.12 3.50 0.295
O -2.38 0.97 1.63 -0.679
H -1.69 0.36 1.93 0.308
H -2.02 1.44 0.86 0.383



Which structure is most stable? ii, by 284.3 kJ/mol over the runner-up.